<a>
Molecular formula: C4H14NO3
Method: DFT, wB97M-V/def2-TZVPD

Each atom is followed by the atoms it is bonded to, with distances in Å.
Geometry (Å):
1 C -1.659 -0.484 -1.307  C2 1.538, H7 1.094, H8 1.089, H9 1.090
2 C -0.765 -0.054 -0.132  C1 1.538, C3 1.540, N6 1.544, H10 1.079
3 C -1.193 1.389 0.200  C2 1.540, C4 1.538, H11 1.098, H12 1.099
4 C -0.841 1.856 1.622  C3 1.538, O5 1.186, H13 1.118
5 O -0.168 1.208 2.353  C4 1.186
6 N 0.678 -0.002 -0.679  C2 1.544, H14 1.021, H15 1.032, H16 1.046
7 H -1.508 -1.545 -1.528  C1 1.094
8 H -1.435 0.066 -2.219  C1 1.089
9 H -2.721 -0.444 -1.065  C1 1.090
10 H -0.783 -0.763 0.680  C2 1.079
11 H -2.289 1.455 0.178  C3 1.098
12 H -0.905 2.222 -0.457  C3 1.099
13 H -1.272 2.829 1.966  C4 1.118
14 H 0.562 0.439 -1.593  N6 1.021
15 H 1.001 -0.970 -0.836  N6 1.032
16 H 1.434 0.516 -0.178  N6 1.046
17 H 1.124 -3.316 0.333  O19 0.965
18 H 0.878 -3.594 -1.085  O19 0.968
19 O 1.211 -2.879 -0.524  H17 0.965, H18 0.968
20 H 3.555 1.133 1.346  O22 0.965
21 H 2.360 0.244 1.845  O22 0.965
22 O 2.737 0.695 1.079  H20 0.965, H21 0.965

For the HOMO energy (spin up / spin down), the calculation gives -0.6964 / -0.6964 hartree. As for the charge: +2. Its spin multiplicity is 2.

=====

<b>
Molecular formula: C4H14NO3
Method: DFT, wB97M-V/def2-TZVPD

Each atom is followed by the atoms it is bonded to, with distances in Å.
Geometry (Å):
1 O -2.083 -2.415 -0.161  C2 1.249
2 C -2.000 -1.479 -0.984  O1 1.249, C3 1.545, H7 1.070
3 C -0.754 -0.568 -0.918  C2 1.545, N4 1.436, H8 1.113, H9 1.109
4 N 0.374 -0.898 -0.093  C3 1.436, C5 1.604, H10 1.065, H11 0.983
5 C 0.076 -1.358 1.414  N4 1.604, C6 1.494, H12 1.100, H13 1.060
6 C 0.148 -0.213 2.371  C5 1.494, H14 1.075, H15 1.105, H16 1.064
7 H -2.745 -1.049 -1.620  C2 1.070
8 H -0.416 -0.375 -1.961  C3 1.113
9 H -1.129 0.368 -0.455  C3 1.109
10 H 1.058 -0.081 -0.105  N4 1.065
11 H 0.881 -1.667 -0.437  N4 0.983
12 H 0.986 -1.897 1.717  C5 1.100
13 H -0.840 -1.890 1.467  C5 1.060
14 H -0.375 0.712 2.206  C6 1.075
15 H 1.104 0.157 2.786  C6 1.105
16 H -0.397 -0.530 3.228  C6 1.064
17 H -0.128 3.613 -0.187  O19 0.945
18 H 0.531 3.511 -1.555  O19 0.819
19 O 0.552 3.300 -0.764  H17 0.945, H18 0.819
20 H 1.425 1.609 -1.685  O22 0.985
21 H 2.262 0.517 -2.457  O22 1.030
22 O 1.470 0.632 -1.809  H20 0.985, H21 1.030

For the HOMO energy (spin up / spin down), the calculation gives -0.6851 / -0.6850 hartree. As for the charge: +2. Its spin multiplicity is 2.

=====

What should be chosen as the least stable of them? Choose <b>.